(1)
92
Properties=species:S:1:pos:R:3:mulliken_charge:R:1 method="wB97M-V/def2-TZVPD" energy_ev=-41671.1055 total_charge=0 e_lumo_ev=0.25 e_above_lowest_kj_mol=232.0 e_homo_ev=-9.4 orbital_gap_ev=9.61 smiles=COC[C@H](C)N.CC(C)O.CC(C)O.CC(C)O.CC(C)O.CC(C)O.CC(C)O.O
C 14.986 -13.371 -26.866 -0.73
O 15.096 -14.419 -25.917 -0.30
C 13.851 -15.128 -25.683 -0.65
C 14.195 -16.411 -24.900 0.38
C 12.965 -17.231 -24.487 -1.37
N 14.942 -16.154 -23.657 -0.54
H 16.029 -13.073 -26.965 0.26
H 14.451 -12.516 -26.453 0.26
H 14.681 -13.727 -27.850 0.30
H 13.185 -14.469 -25.127 0.29
H 13.426 -15.434 -26.639 0.37
H 14.879 -17.006 -25.505 0.24
H 12.377 -17.455 -25.377 0.40
H 12.318 -16.782 -23.733 0.32
H 13.194 -18.260 -24.213 0.34
H 15.550 -15.393 -23.925 0.27
H 14.317 -15.741 -22.980 0.19
C 11.105 -11.490 -21.828 -1.30
C 12.532 -10.964 -21.975 0.69
C 12.692 -9.534 -21.667 -1.36
O 13.322 -11.810 -21.076 -0.51
H 10.766 -11.109 -20.865 0.32
H 11.165 -12.570 -21.969 0.32
H 10.460 -11.025 -22.573 0.38
H 12.874 -11.038 -23.007 0.16
H 13.733 -9.273 -21.853 0.36
H 12.445 -9.330 -20.625 0.31
H 12.113 -8.882 -22.320 0.35
H 14.219 -11.606 -21.352 0.27
C 13.219 -17.827 -18.445 -1.46
C 13.636 -16.363 -18.612 0.73
C 15.170 -16.268 -18.879 -1.26
O 12.964 -15.815 -19.744 -0.52
H 12.136 -17.928 -18.377 0.37
H 13.758 -18.304 -17.627 0.38
H 13.447 -18.380 -19.356 0.34
H 13.357 -15.849 -17.693 0.12
H 15.447 -16.868 -19.746 0.27
H 15.788 -16.663 -18.072 0.38
H 15.533 -15.249 -19.013 0.37
H 13.223 -14.900 -19.879 0.26
C 11.621 -22.834 -18.818 -1.19
C 12.982 -23.343 -19.365 0.52
C 14.059 -23.265 -18.304 -1.26
O 12.803 -24.706 -19.695 -0.55
H 11.147 -23.559 -18.156 0.32
H 10.921 -22.780 -19.652 0.34
H 11.534 -21.806 -18.467 0.32
H 13.336 -22.750 -20.208 0.23
H 14.990 -23.500 -18.820 0.31
H 14.046 -24.037 -17.535 0.34
H 14.077 -22.289 -17.819 0.31
H 12.258 -24.787 -20.481 0.31
C 12.505 -11.693 -15.236 -1.22
C 12.051 -12.492 -14.018 0.64
C 13.064 -12.797 -12.912 -1.34
O 10.981 -11.715 -13.447 -0.55
H 13.397 -12.241 -15.540 0.31
H 12.865 -10.686 -15.024 0.34
H 11.802 -11.660 -16.068 0.32
H 11.598 -13.449 -14.277 0.17
H 13.905 -13.303 -13.388 0.31
H 12.741 -13.437 -12.091 0.38
H 13.451 -11.884 -12.459 0.35
H 10.694 -12.171 -12.653 0.29
C 19.227 -13.744 -16.638 -1.31
C 20.287 -14.282 -17.582 0.60
C 21.015 -15.527 -17.082 -1.28
O 19.694 -14.504 -18.857 -0.48
H 18.384 -14.430 -16.554 0.30
H 18.772 -12.825 -17.006 0.33
H 19.616 -13.518 -15.646 0.37
H 21.070 -13.531 -17.688 0.18
H 21.998 -15.728 -17.509 0.37
H 20.409 -16.427 -17.188 0.31
H 21.239 -15.361 -16.028 0.34
H 20.427 -14.571 -19.473 0.28
C 19.194 -21.137 -21.494 -1.30
C 18.775 -19.653 -21.841 0.59
C 19.914 -18.897 -22.493 -1.19
O 17.689 -19.693 -22.683 -0.56
H 19.620 -21.714 -22.314 0.33
H 18.332 -21.734 -21.194 0.31
H 19.872 -21.118 -20.641 0.37
H 18.448 -19.143 -20.935 0.21
H 20.215 -19.301 -23.459 0.32
H 20.784 -18.978 -21.841 0.33
H 19.649 -17.846 -22.610 0.31
H 17.187 -18.875 -22.665 0.28
O 17.476 -12.210 -21.499 -0.60
H 17.805 -12.691 -20.740 0.31
H 18.049 -12.474 -22.219 0.30

(2)
118
Properties=species:S:1:pos:R:3:mulliken_charge:R:1 method="wB97M-V/def2-TZVPD" energy_ev=-408877.1130 total_charge=0 e_lumo_ev=0.51 e_above_lowest_kj_mol=0.0 e_homo_ev=-9.5 orbital_gap_ev=10.01 smiles="COP(=O)(OC)OC.COP(=O)(OC)OC.COP(=O)(OC)OC.COP(=O)(OC)OC.COP(=O)(OC)OC.COP(=O)(OC)OC.BrCCBr.BrCCBr"
C -7.857 0.184 -0.102 -0.78
O -6.630 0.851 0.197 -0.11
P -6.275 1.169 1.708 0.80
O -6.355 0.028 2.606 -0.76
O -4.860 1.828 1.560 0.06
C -3.727 0.949 1.512 -0.30
O -7.199 2.384 2.101 -0.43
C -7.395 3.491 1.190 -0.64
H -8.448 0.773 -0.799 0.29
H -8.468 0.040 0.795 0.36
H -7.618 -0.803 -0.489 0.21
H -3.024 1.162 2.318 -0.11
H -3.227 1.105 0.555 0.14
H -4.009 -0.097 1.628 0.41
H -6.852 4.340 1.601 0.27
H -8.461 3.689 1.108 0.30
H -7.045 3.286 0.178 0.29
C 1.656 -4.783 7.079 -0.71
O 2.341 -4.963 5.852 -0.36
P 1.735 -4.403 4.515 1.10
O 0.453 -3.706 4.612 -0.61
O 2.940 -3.559 3.989 -0.33
C 3.018 -3.172 2.602 -0.17
O 1.709 -5.650 3.556 -0.28
C 1.562 -7.016 3.955 -0.63
H 2.348 -4.356 7.812 0.25
H 1.392 -5.765 7.475 0.26
H 0.798 -4.119 7.018 0.33
H 2.346 -3.734 1.946 0.35
H 4.030 -3.386 2.274 0.29
H 2.713 -2.135 2.517 -0.18
H 1.622 -7.113 5.038 0.26
H 2.360 -7.586 3.487 0.23
H 0.592 -7.377 3.617 0.25
C -3.829 -4.439 -4.492 -0.82
O -3.163 -3.531 -3.629 -0.22
P -3.715 -2.065 -3.504 0.65
O -4.565 -1.610 -4.587 -0.79
O -2.375 -1.288 -3.287 0.17
C -2.466 0.123 -3.085 -0.84
O -4.452 -2.011 -2.114 -0.19
C -3.787 -2.466 -0.922 -0.40
H -4.696 -3.993 -4.976 0.38
H -4.138 -5.311 -3.921 0.26
H -3.134 -4.731 -5.279 0.23
H -1.765 0.618 -3.751 0.31
H -2.114 0.350 -2.083 0.17
H -3.463 0.531 -3.228 0.44
H -2.844 -1.952 -0.693 0.00
H -3.582 -3.534 -1.012 0.28
H -4.487 -2.303 -0.107 0.26
C 8.117 5.130 -3.957 -0.65
O 6.752 5.241 -3.566 -0.32
P 6.169 4.443 -2.343 1.10
O 7.007 3.376 -1.834 -0.73
O 5.821 5.555 -1.260 -0.31
C 5.044 6.673 -1.624 -0.50
O 4.758 4.025 -2.935 -0.27
C 4.012 2.997 -2.256 -1.13
H 8.548 6.130 -4.007 0.25
H 8.168 4.704 -4.961 0.23
H 8.696 4.504 -3.282 0.34
H 4.000 6.491 -1.358 0.11
H 5.105 6.917 -2.683 0.33
H 5.380 7.531 -1.046 0.27
H 3.361 2.503 -2.972 0.37
H 3.422 3.386 -1.428 0.40
H 4.678 2.230 -1.854 0.46
C 2.506 -6.132 -2.248 -0.71
O 2.345 -4.889 -2.943 -0.41
P 2.228 -3.550 -2.101 1.38
O 1.161 -3.530 -1.124 -0.57
O 3.655 -3.325 -1.512 -0.27
C 4.775 -3.282 -2.412 -0.76
O 2.093 -2.493 -3.256 -0.46
C 0.804 -2.405 -3.884 -0.77
H 3.497 -6.527 -2.484 0.27
H 1.749 -6.825 -2.596 0.26
H 2.485 -5.980 -1.168 0.30
H 4.533 -3.650 -3.405 0.37
H 5.573 -3.866 -1.957 0.23
H 5.120 -2.251 -2.490 0.22
H 0.442 -1.373 -3.889 0.17
H 0.021 -2.944 -3.349 0.32
H 0.874 -2.733 -4.920 0.45
C -4.059 4.523 -0.313 -0.52
O -2.890 3.985 -0.943 -0.36
P -1.443 4.253 -0.436 1.27
O -0.466 3.298 -0.922 -0.54
O -1.637 4.320 1.121 -0.24
C -0.495 4.471 1.927 -0.77
O -1.195 5.758 -0.877 -0.46
C 0.135 6.237 -1.070 -0.70
H -3.862 4.908 0.687 0.32
H -4.799 3.736 -0.251 -0.03
H -4.419 5.376 -0.894 0.35
H 0.388 4.017 1.469 0.32
H -0.668 4.037 2.908 0.28
H -0.237 5.519 2.119 0.29
H 0.412 6.898 -0.246 0.30
H 0.138 6.819 -1.991 0.34
H 0.874 5.450 -1.169 0.19
Br -0.594 0.970 3.718 -0.02
C 0.294 0.541 5.397 -0.70
C 1.380 -0.454 5.141 -0.35
Br 2.860 0.318 4.151 -0.14
H -0.489 0.154 6.044 0.42
H 0.635 1.472 5.840 0.40
H 1.001 -1.277 4.539 0.00
H 1.776 -0.877 6.060 0.43
Br -0.731 -1.874 1.313 -0.04
C 0.144 -0.677 0.070 -0.05
C 1.490 -0.358 0.644 0.20
Br 2.714 0.346 -0.714 -0.23
H -0.491 0.190 -0.070 0.39
H 0.273 -1.193 -0.877 -0.12
H 1.962 -1.285 0.950 -0.36
H 1.509 0.375 1.437 0.27

(3)
103
Properties=species:S:1:pos:R:3:mulliken_charge:R:1 method="wB97M-V/def2-TZVPD" energy_ev=-121333.4532 total_charge=0 e_lumo_ev=0.28 e_above_lowest_kj_mol=65.4 e_homo_ev=-8.0 orbital_gap_ev=8.27 smiles="CN(C)P(=O)(N(C)C)N(C)C.CN(C)P(=O)(N(C)C)N(C)C.CN(C)P(=O)(N(C)C)N(C)C.ClCCCl.ClCCCl"
C -5.737 3.591 -3.343 -1.08
N -4.939 3.099 -2.219 0.31
C -4.974 1.645 -2.030 -1.03
P -4.454 4.216 -1.102 -0.16
O -4.167 5.505 -1.770 -0.83
N -5.645 4.452 0.031 0.34
C -6.184 5.773 0.256 -1.08
C -6.209 3.361 0.811 -0.94
N -3.117 3.657 -0.279 0.38
C -2.894 2.327 0.228 -0.89
C -1.863 4.366 -0.571 -1.07
H -5.785 4.675 -3.276 0.33
H -6.768 3.236 -3.223 0.37
H -5.308 3.250 -4.282 0.36
H -5.654 1.184 -2.742 0.36
H -5.119 1.385 -0.990 0.35
H -3.997 1.224 -2.314 0.29
H -5.449 6.522 -0.036 0.31
H -7.072 5.991 -0.354 0.29
H -6.426 5.913 1.310 0.46
H -7.166 3.673 1.227 0.49
H -6.469 2.497 0.190 0.27
H -5.521 3.026 1.589 0.24
H -2.024 2.358 0.897 0.45
H -3.671 1.977 0.914 0.12
H -2.699 1.582 -0.543 0.30
H -1.159 4.164 0.233 0.38
H -2.069 5.420 -0.724 0.35
H -1.408 4.002 -1.505 0.31
C 6.326 -2.867 -2.047 -1.08
N 5.823 -1.662 -1.385 0.37
C 5.189 -1.947 -0.127 -0.91
P 6.815 -0.327 -1.380 0.52
O 7.963 -0.363 -0.466 -0.95
N 7.315 -0.221 -2.951 0.18
C 6.426 -0.006 -4.078 -1.01
C 8.737 -0.203 -3.262 -1.10
N 5.718 0.871 -1.060 0.61
C 6.272 2.188 -0.750 -1.19
C 4.336 0.810 -1.497 -1.01
H 6.867 -3.496 -1.325 0.31
H 7.089 -2.585 -2.771 0.36
H 5.506 -3.431 -2.486 0.31
H 5.043 -1.041 0.459 0.02
H 5.777 -2.596 0.550 0.38
H 4.260 -2.523 -0.234 0.33
H 6.040 -0.957 -4.467 0.26
H 5.585 0.653 -3.877 0.28
H 7.024 0.448 -4.871 0.42
H 9.280 -0.522 -2.377 0.34
H 8.983 -0.974 -4.009 0.37
H 9.032 0.769 -3.661 0.32
H 7.295 2.038 -0.408 0.37
H 6.261 2.824 -1.641 0.29
H 5.705 2.661 0.048 0.36
H 3.905 1.794 -1.691 0.47
H 3.719 0.387 -0.692 -0.07
H 4.176 0.218 -2.395 0.40
C -1.408 -3.658 2.105 -1.27
N -2.634 -2.938 2.368 0.44
C -2.561 -1.854 3.348 -1.19
P -4.078 -3.219 1.642 0.39
O -5.050 -2.164 1.984 -0.93
N -3.645 -3.342 0.030 0.28
C -4.758 -3.570 -0.866 -0.72
C -2.728 -2.326 -0.451 -1.38
N -4.618 -4.722 2.089 0.29
C -3.795 -5.903 2.086 -1.02
C -6.043 -4.995 2.051 -1.18
H -1.458 -4.226 1.179 0.59
H -1.139 -4.356 2.909 0.25
H -0.585 -2.942 2.026 0.33
H -2.557 -0.882 2.856 0.19
H -1.648 -1.973 3.930 0.57
H -3.381 -1.943 4.058 0.27
H -4.409 -4.116 -1.746 0.34
H -5.552 -4.132 -0.377 0.18
H -5.247 -2.639 -1.185 0.27
H -3.022 -1.303 -0.196 0.54
H -1.731 -2.517 -0.062 0.25
H -2.723 -2.382 -1.542 0.47
H -4.242 -6.700 1.481 0.37
H -2.814 -5.772 1.633 0.34
H -3.639 -6.272 3.104 0.27
H -6.587 -4.098 2.348 0.29
H -6.295 -5.732 2.824 0.42
H -6.427 -5.390 1.104 0.32
Cl 1.575 2.573 -0.025 -0.25
C 0.970 0.926 0.404 -0.11
C 1.558 0.511 1.739 -0.25
Cl 0.377 -0.359 2.755 -0.19
H 1.356 0.314 -0.401 0.40
H -0.109 0.996 0.467 0.09
H 2.014 1.293 2.336 0.38
H 2.354 -0.222 1.593 0.01
Cl 6.062 2.884 3.303 -0.19
C 5.314 1.335 3.736 0.08
C 6.286 0.203 3.515 -0.31
Cl 5.341 -1.331 3.593 -0.21
H 4.435 1.180 3.117 -0.25
H 5.017 1.351 4.782 0.39
H 7.013 0.159 4.315 0.38
H 6.691 0.242 2.508 0.13